Here is C5H10O in the gas phase from the Open Molecules 2025 dataset. Energies are from wB97M-V/def2-TZVPD.

Each line ends with the Löwdin charge.
Positions of all 16 atoms, in Å:
C (1.61251, 0.45835, -0.40169)  -0.0269
C (0.41886, -0.30313, 0.15353)  -0.5778
O (0.84418, -1.54216, 0.69547)  -0.0178
C (-0.75023, -0.39318, -0.85276)  -0.1172
C (-1.64688, 0.42362, 0.09837)  -0.1538
C (-0.52681, 0.38707, 1.16178)  -0.1008
H (1.37681, 1.49937, -0.64368)  0.0874
H (1.92577, -0.01997, -1.34123)  0.0850
H (2.45146, 0.43544, 0.30028)  0.0857
H (1.33067, -2.00847, 0.00316)  0.0964
H (-0.55401, 0.06566, -1.82423)  0.1054
H (-1.07355, -1.42121, -1.00966)  0.1114
H (-2.58247, -0.06358, 0.38487)  0.1000
H (-1.87598, 1.42632, -0.27214)  0.1013
H (-0.74127, -0.29644, 1.98594)  0.1130
H (-0.20907, 1.35234, 1.56198)  0.1086

Total energy = -271.7219 Eh
SMILES string = CC1(O)CCC1
Orbital gap = 10.88 eV
Highest occupied orbital energy = -9.9 eV
ΔE to the lowest compared entry with this formula, charge and spin = 80.7 kJ/mol
2S+1 = 1